No. 1
100
Properties=species:S:1:pos:R:3 method="wB97M-V/def2-TZVPD" max_force_ev_per_a=5.1 homo_energy_ev=-9.792 relative_energy_kcal_mol=51.1 multiplicity=1 lumo_ev=-1.8469 gap_ev=7.945 e_tot_ha=-2070.84041 total_charge=+1
C 1.2889 2.3950 -2.7107
H -2.6765 -1.4078 1.4241
H 1.5156 3.4661 -2.7471
C 1.0587 -1.9641 3.3238
H -2.6671 -0.3800 -3.5825
C -2.1562 1.3977 3.7150
H 0.9901 -4.8363 -2.6080
C -0.2297 -1.6060 2.8537
H -2.9133 -0.0512 -0.2159
H 1.5207 -0.3374 4.6990
C 2.5116 3.0811 -0.1149
C 2.9386 -2.9231 -1.4800
H -3.1673 -2.1425 2.9614
H 2.8350 -1.4976 4.3528
C -0.5041 -0.3521 -3.8273
N -1.7567 2.0646 1.4233
H 4.2555 -3.3256 0.1576
C -2.3196 3.7394 -2.3484
H -4.2156 0.9159 0.5773
H 1.8482 -2.9064 -4.2093
C -0.6727 -3.9061 2.3336
H -4.4094 2.7021 1.8380
H -0.5868 5.7803 0.6010
C -2.0982 2.7241 0.2255
H 0.9543 -5.2944 2.6577
H 1.1705 -0.8133 0.0162
H 2.8346 2.8309 0.9265
C -1.1312 -2.6098 2.4264
H -0.7120 -4.6380 -2.1873
H -0.4866 0.7263 -4.1288
H -2.2263 -1.4645 4.8730
H -2.9586 -3.1451 1.5103
H 2.4950 -2.0399 -5.6100
C -1.5940 -0.5929 5.0752
H 4.3318 0.7966 -0.7395
C -2.9123 2.0531 -0.7274
H -3.5980 2.0429 -2.7517
H 2.1756 1.8777 3.1702
H 1.5486 0.1020 -4.6904
C -1.5357 3.9837 -0.0689
C 0.5272 -3.0407 -1.4833
C -1.7557 -0.7208 -3.0629
H 3.0536 -2.1126 0.5640
H -1.3751 -4.6677 1.9767
H 3.7518 -2.4158 -2.0339
Si 1.9953 1.5751 -1.1877
H 0.7533 -2.1844 -5.4152
H 0.2041 2.3604 -2.7386
C -1.6235 4.4653 -1.3789
C 1.2892 2.4705 2.9215
C 0.8665 0.1748 -0.5168
C 1.9864 -0.9491 3.9100
C -2.9998 2.5802 -2.0008
H 0.7379 -3.4490 -0.4922
H 1.0540 -1.1026 -2.2418
C -2.4500 2.1165 2.5549
H 1.6434 2.0131 -3.6585
C -2.5534 -2.2900 2.0629
H -1.5082 4.9584 1.8698
H 1.5645 3.5198 2.7125
H 2.8499 -3.9266 -1.9268
H -2.7144 1.6645 4.6027
H 4.1664 1.2916 -2.4465
C 1.4784 -3.2685 3.2075
C -1.3922 0.2165 3.8085
H -0.4637 -0.9079 -4.7810
H 2.6053 -3.8400 0.4407
H -2.1095 0.0323 5.8059
H -3.4081 4.0719 2.4334
H -0.6628 -0.9420 5.5386
C 1.7113 -0.7484 -4.0287
H 3.3600 3.6311 -0.5733
C 3.2009 -3.0296 -0.0089
C 0.1855 -4.0971 -2.5089
H 3.5190 -0.2928 -1.8873
H -0.3201 -2.3292 -1.3525
H 1.6765 3.8053 -0.0452
H -4.3232 0.4995 -1.1617
H -1.1474 5.4039 -1.6294
H -0.1972 0.1560 -0.8458
In 0.3253 1.3322 1.2650
H -1.8681 -1.8029 -2.9565
H -1.7526 -0.2719 -2.0698
O 0.6596 -0.6780 -3.0435
N -0.6295 -0.2535 2.8416
H -4.1302 2.9184 3.5724
C 3.6654 0.7649 -1.6118
C 0.6387 -4.2599 2.7080
H 0.5863 2.4248 3.7727
H 0.0772 4.3153 1.3739
O 1.6839 -2.2938 -1.9018
H -2.3590 4.1094 -3.3755
H 2.4885 -3.5070 3.5460
C 1.6906 -2.0353 -4.8490
H 2.7293 -0.5954 -3.5797
C -3.6663 3.0120 2.5874
H 2.4183 -0.2681 3.1631
C -0.8494 4.7920 1.0002
C -3.6200 0.7908 -0.3564
H -0.0096 -3.6316 -3.4828

***

No. 2
81
Properties=species:S:1:pos:R:3 method="wB97M-V/def2-TZVPD" max_force_ev_per_a=6.2 homo_energy_ev=-12.438 multiplicity=1 lumo_ev=-10.6389 gap_ev=1.799 e_tot_ha=-1523.62609 total_charge=+2
C 3.8682 -0.5457 6.6047
C -0.7034 2.6062 -2.4618
C 1.0354 -3.5881 -1.2464
O 0.2353 -4.1572 2.8365
O -2.0633 2.2968 3.0938
H -0.3141 -4.5432 2.1375
H -1.4459 -2.6749 5.5793
H 1.9175 3.4576 -3.3173
H 4.1865 -1.3794 5.9791
O 2.1585 0.9399 7.2004
H -3.5776 -1.4972 0.4400
C -1.7352 2.5468 -1.3250
H -0.4309 4.6191 -1.7770
H -2.7932 -5.0434 0.9537
H 0.3497 2.2936 -6.6364
H -2.1884 4.5811 -5.5663
C -1.1466 -0.4846 1.0941
O -1.3562 -2.5433 4.6244
H -1.0621 0.0686 0.1512
C 1.7990 -0.3983 5.2406
H 1.0932 1.8365 -5.0457
H -0.1995 5.3863 -4.4807
C 0.0386 -0.1187 1.9626
H -1.8940 -3.8275 0.7709
H 1.6739 5.0922 -2.9089
H -1.3673 -1.5779 4.5330
O -2.4357 -0.3623 1.6524
C 1.1250 4.2077 -3.2406
C 2.4766 -3.3736 -1.6381
H -0.9287 4.3480 -6.8399
H 2.9724 -2.7391 -0.9014
H -0.1973 0.8005 2.5121
H 0.7064 -0.3586 5.3735
H 4.3290 0.3750 6.2537
H -3.0728 2.5519 -4.2560
O -2.3592 1.9533 -3.9880
H 1.0877 4.5841 -5.3339
H 1.7219 -2.6117 2.3765
O -4.3557 -2.0409 0.2570
O -1.8822 -4.7857 0.7616
H 0.2305 -3.3182 -3.2156
H -0.4851 1.2667 -5.5710
H 0.9399 -0.0037 1.3633
H 1.2715 1.2491 6.9925
H 3.0189 -4.3047 -1.7850
N -1.3366 2.9039 -3.7438
H 0.6354 -2.6860 -0.7629
H 4.2555 -0.7841 7.5970
H -1.1726 2.6906 -0.4003
H -1.0316 -1.4818 0.6647
H 0.3178 -0.8107 2.7596
H -2.1684 1.5454 -1.2930
H -1.1446 2.1227 3.3713
H 1.0137 1.2204 -3.0162
C 2.3460 -0.3563 6.6816
H 2.0423 -3.2657 1.0381
O 2.3017 -2.5285 1.6155
H -4.1686 -2.4637 -0.5908
H 0.1432 -4.9799 -0.2264
H 2.1547 0.4717 4.6902
C -1.4938 3.8807 -6.0366
H -2.4577 3.3517 -1.4498
C 0.1891 2.1298 -5.5723
H -2.0734 3.1227 -6.5712
H 1.8302 -1.1383 7.2489
H -2.1487 3.2673 3.1056
Y -3.7924 0.5591 3.2786
H 0.2411 0.8516 -1.4870
C 0.0679 1.2760 -2.4812
H -0.3274 -3.5117 3.2908
H 2.0703 -1.3442 4.7738
H -0.9278 -4.0290 -2.1301
H 2.5701 -2.7711 -2.5455
O 1.0187 -4.5763 -0.1722
C 0.1352 -4.0208 -2.3864
C -0.6090 3.2995 -4.9301
C 0.3608 4.4506 -4.5315
H 0.8427 3.5672 -1.2491
C 0.2042 3.7919 -2.1084
H 0.4125 -5.0285 -2.6980
H -0.5421 0.4905 -2.9424

***

No. 3
16
Properties=species:S:1:pos:R:3 method="wB97M-V/def2-TZVPD" max_force_ev_per_a=5.3 homo_energy_ev=-9.392 relative_energy_kcal_mol=59.1 multiplicity=1 lumo_ev=-0.4572 gap_ev=8.935 e_tot_ha=-5455.65339
H -0.9354 -0.2376 -2.3342
H -0.2515 2.3408 -0.0637
C -0.3352 0.2535 0.7952
O 0.2745 -0.4142 1.7677
H 1.4309 -1.3366 -0.0544
H -0.1458 -0.0372 2.5259
O -1.2583 -0.1102 -1.4073
C 0.2784 1.6098 0.5529
C -0.4083 -0.6224 -0.4295
C 1.0099 -1.0758 -0.9370
Br -2.6421 0.6056 1.3282
H 1.5514 -0.1081 -1.4372
H 1.0795 -1.8761 -1.7596
H 1.0546 1.4478 -0.0779
H 0.5682 1.9349 1.4671
Br -1.2708 -2.3743 0.0638